C4H4N2 | the ωB97M-V functional and the def2-TZVPD basis

Results
energy relative to the best compared isomer or geometry (same formula, charge and spin): 456.9 kJ/mol
orbital gap (alpha / beta): 8.009 / 8.070 eV
F_max: 1.3 eV/A

Each line ends with the Mulliken charge.
Atoms and positions in Å:
1 C -0.534 -0.939 0.137  -0.59
2 C -0.414 0.129 1.137  0.26
3 N 0.923 0.453 1.628  -0.63
4 N 0.501 1.037 0.491  0.15
5 C 0.635 0.770 -0.829  -0.48
6 C -0.008 -0.469 -1.047  -0.14
7 H -1.094 -1.856 0.269  0.35
8 H -1.283 0.520 1.673  0.33
9 H 1.264 1.358 -1.482  0.38
10 H 0.021 -1.003 -1.991  0.39

C20H18N4O3 | the ωB97M-V functional and the def2-TZVPD basis

Results
energy relative to the best compared isomer or geometry (same formula, charge and spin): 229.6 kJ/mol
SMILES string: COc1cncc(-c2ccc3nc(-c4cnc([C@@H]5CCOC5)[nH]4)oc3c2)c1
orbital gap: 8.170 eV
F_max: 2.2 eV/A

Each line ends with the Mulliken charge.
Atoms and positions in Å:
1 C 6.143 -0.485 3.347  -0.76
2 O 5.814 0.200 4.582  -0.46
3 C 4.496 0.429 4.844  0.73
4 C 4.180 0.919 6.142  -0.30
5 N 2.939 1.278 6.514  -0.64
6 C 1.958 1.105 5.646  -0.71
7 C 2.118 0.580 4.345  0.31
8 C 0.949 0.337 3.450  1.14
9 C -0.310 0.076 4.022  -0.71
10 C -1.430 -0.141 3.205  -1.03
11 C -1.273 -0.182 1.838  0.80
12 N -2.182 -0.348 0.852  -0.64
13 C -1.487 -0.283 -0.244  0.67
14 C -2.104 -0.408 -1.560  -0.02
15 C -3.402 -0.611 -1.815  -0.43
16 N -3.631 -0.563 -3.194  -0.66
17 C -2.458 -0.326 -3.760  -0.13
18 C -2.200 -0.174 -5.215  0.69
19 C -3.063 0.960 -5.837  -0.79
20 C -3.837 0.210 -6.906  -0.51
21 O -3.050 -0.944 -7.208  -0.40
22 C -2.584 -1.408 -5.975  -0.83
23 N -1.499 -0.269 -2.769  -0.17
24 O -0.143 -0.044 -0.070  -0.49
25 C -0.013 -0.018 1.297  0.62
26 C 1.114 0.257 2.064  -1.49
27 C 3.402 0.197 3.995  -0.32
28 H 7.228 -0.505 3.212  0.25
29 H 5.721 -0.008 2.445  0.30
30 H 5.816 -1.529 3.330  0.34
31 H 4.990 1.061 6.812  0.44
32 H 0.980 1.391 5.933  0.44
33 H -0.504 0.181 5.075  0.31
34 H -2.423 -0.198 3.588  0.48
35 H -4.186 -0.732 -1.087  0.49
36 H -1.133 0.044 -5.416  0.34
37 H -3.728 1.418 -5.075  0.35
38 H -2.420 1.720 -6.260  0.30
39 H -4.804 -0.111 -6.447  0.28
40 H -4.048 0.805 -7.828  0.34
41 H -3.390 -1.975 -5.460  0.36
42 H -1.717 -2.089 -6.114  0.32
43 H -0.511 -0.043 -2.916  0.31
44 H 2.098 0.441 1.594  0.44
45 H 3.587 -0.218 3.024  0.41

C3H2NO3 | the ωB97M-V functional and the def2-TZVPD basis

Results
energy relative to the best compared isomer or geometry (same formula, charge and spin): 21.0 kJ/mol
net charge: +1
orbital gap: 9.111 eV
F_max: 4.6 eV/A

Each line ends with the Mulliken charge.
Atoms and positions in Å:
1 C -2.892 -1.374 0.073  0.66
2 C 1.858 -1.954 -0.008  0.52
3 C 0.684 0.222 0.097  -0.03
4 N 1.375 -0.844 0.069  -0.01
5 O -3.811 -2.009 -0.225  -0.31
6 O 2.274 -2.984 -0.051  -0.09
7 O -1.963 -0.790 0.344  -0.35
8 H 1.025 1.002 0.913  0.33
9 H -0.065 0.617 -0.691  0.29

C17H23F5IrNO2P2S | the ωB97M-V functional and the def2-TZVPD basis

Results
energy relative to the best compared isomer or geometry (same formula, charge and spin): 99.5 kJ/mol
net charge: +3
orbital gap (alpha / beta): 4.806 / 3.623 eV
spin multiplicity: 6
F_max: 4.1 eV/A

Each line ends with the Mulliken charge.
Atoms and positions in Å:
1 Ir -0.286 0.852 0.272  1.27
2 P -0.139 -1.310 0.661  0.53
3 C -1.538 -1.988 -0.382  -1.33
4 C -2.249 -0.955 -1.199  0.59
5 N -1.903 0.333 -1.090  -0.37
6 C -2.485 1.323 -1.795  0.67
7 C -3.610 1.029 -2.560  -0.70
8 C -4.027 -0.296 -2.640  -0.54
9 C -3.319 -1.303 -2.011  -0.56
10 C -1.780 2.652 -1.745  -1.11
11 P 0.002 2.394 -1.310  0.58
12 H -3.540 -2.363 -2.134  0.57
13 H -4.136 1.869 -3.019  0.56
14 H -4.916 -0.537 -3.202  0.50
15 H -1.841 3.124 -2.728  0.60
16 H -2.194 3.353 -0.999  0.38
17 H -1.079 -2.819 -0.915  0.59
18 H -2.272 -2.388 0.336  0.57
19 H 1.692 -3.058 -4.190  0.32
20 O 0.852 -3.215 -4.634  -0.65
21 H 0.842 -4.188 -4.748  0.34
22 H 2.736 -0.097 -1.421  0.27
23 O 3.505 -0.034 -1.987  -0.60
24 H 3.160 0.486 -2.777  0.33
25 C 0.906 2.155 -2.889  -1.31
26 H 0.628 2.948 -3.606  0.47
27 H 1.995 2.191 -2.698  0.28
28 H 0.650 1.184 -3.341  0.45
29 C 0.586 4.001 -0.721  -1.39
30 H 1.669 3.952 -0.561  0.45
31 H 0.339 4.769 -1.463  0.48
32 H 0.094 4.241 0.225  0.44
33 C -1.094 -1.748 2.165  -1.50
34 H -1.408 -2.788 1.943  0.63
35 H -0.436 -1.665 3.039  0.18
36 H -1.952 -1.047 2.157  0.48
37 C 1.324 -2.455 0.554  -1.05
38 H 1.990 -2.228 1.419  0.25
39 H 0.901 -3.485 0.598  0.50
40 H 1.866 -2.299 -0.410  0.30
41 F 2.220 -1.556 6.380  -0.22
42 C 1.980 -0.805 5.302  0.59
43 C 0.757 -0.161 5.200  0.43
44 F -0.161 -0.249 6.180  -0.16
45 C 0.492 0.565 4.060  0.22
46 F -0.722 1.120 3.892  -0.29
47 C 1.445 0.727 3.053  0.05
48 S 1.159 1.697 1.603  -0.34
49 C 2.660 0.042 3.197  0.32
50 F 3.555 0.086 2.189  -0.27
51 C 2.949 -0.712 4.315  0.39
52 F 4.133 -1.347 4.438  -0.17

C3H7ClN2O2 | the ωB97M-V functional and the def2-TZVPD basis

Results
energy relative to the best compared isomer or geometry (same formula, charge and spin): 266.4 kJ/mol
SMILES string: CN(O)/C(CCl)=N/O
orbital gap: 8.990 eV
F_max: 1.6 eV/A

Each line ends with the Mulliken charge.
Atoms and positions in Å:
1 C 1.035 1.502 0.885  -0.92
2 N 0.941 0.232 0.224  0.22
3 O 1.994 -0.627 0.516  -0.49
4 C -0.189 -0.410 -0.231  0.46
5 C -1.573 0.080 0.020  -0.40
6 Cl -1.840 1.599 -0.917  -0.20
7 N 0.054 -1.557 -0.742  -0.51
8 O -1.059 -2.108 -1.374  -0.42
9 H 0.552 1.506 1.866  0.32
10 H 2.145 1.662 1.026  0.28
11 H 0.628 2.307 0.295  0.35
12 H 2.099 -1.198 -0.293  0.37
13 H -2.348 -0.596 -0.343  0.33
14 H -1.782 0.345 1.070  0.27
15 H -0.657 -2.737 -2.003  0.34

C4H6ClNO | the ωB97M-V functional and the def2-TZVPD basis

Results
energy relative to the best compared isomer or geometry (same formula, charge and spin): 257.6 kJ/mol
SMILES string: [H]/N=C(/C)Cl.C=C=O
orbital gap: 10.006 eV
F_max: 4.9 eV/A

Each line ends with the Mulliken charge.
Atoms and positions in Å:
1 H -1.352 -0.107 2.312  0.27
2 N -0.979 0.315 1.418  -0.47
3 C -1.024 -0.259 0.356  0.35
4 C -1.063 0.536 -0.916  -0.82
5 Cl -1.684 -1.908 0.240  -0.21
6 H -0.488 -0.059 -1.680  0.27
7 H -0.932 1.660 -0.994  0.27
8 H -2.174 0.469 -1.176  0.32
9 C 2.246 -0.054 0.382  -0.97
10 C 2.086 -1.074 -0.451  0.76
11 O 1.989 -1.992 -1.168  -0.37
12 H 3.267 0.207 0.388  0.28
13 H 1.545 0.691 0.660  0.30